No. 1
An isolated molecule of C6H9N2OP at a distorted geometry. Source: OMol25; level of theory: ωB97M-V/def2-TZVPD.

Cartesian coordinates (Å):
P 2.3692 -0.3015 -0.5810
O 0.8666 0.6802 0.0416
N 3.4266 1.0312 -0.5105
N 2.7150 -1.0278 0.8554
C -0.7400 -1.0232 -0.3097
C -1.4163 1.2960 0.1121
C -0.4610 0.3127 -0.0719
C -2.0920 -1.4022 -0.4009
C -2.6999 0.9177 -0.0031
C -3.0414 -0.3902 -0.2578
H -0.9404 2.1830 0.3394
H 3.2544 -0.6360 1.5857
H -4.1396 -0.4768 -0.2175
H 2.1530 -1.7862 1.2668
H 3.3419 1.4375 0.3733
H -3.5945 1.6697 0.0439
H -2.2813 -2.3827 -0.5081
H 3.2735 1.6007 -1.3190
H 0.0062 -1.7021 -0.4385

Cartesian forces (eV/Å) of the 2 atoms listed first:
P -2.227 1.577 0.392
O 0.792 -0.330 -0.768

Output
- HOMO energy (eV) = -8.06
- SMILES string = NP(N)Oc1ccccc1
- LUMO level (eV) = 0.949
- total charge = 0
- energy relative to the best compared isomer or geometry (same formula, charge and spin) (kcal per mole) = 0.0
- strongest force on any atom (eV/Å) = 4.219



No. 2
C33H29BrGeN5O2S2W as an isolated structure at a distorted geometry. Source: OMol25; level of theory: ωB97M-V/def2-TZVPD.

Cartesian coordinates (Å):
W 1.4747 0.1876 0.1839
Br 1.7005 -5.2562 4.4100
Ge -0.8456 -0.1470 -0.7652
S 0.4147 1.9496 1.6418
S 1.7885 2.0424 -1.2598
O 3.1249 0.9300 1.4264
O 3.5035 -0.2477 -0.3555
N -1.8897 0.7939 2.8744
N -1.5301 -0.5448 2.8513
N 1.4265 -1.4811 1.7112
N -2.9805 2.6374 3.3548
N -1.8022 2.8932 2.7281
C 2.4981 -1.7040 2.4953
C 3.7907 3.7713 -1.8305
C -2.9766 3.1037 -3.4409
C 3.4234 2.6137 -1.1353
C -4.5102 -1.8746 0.3016
C 0.7011 -1.0044 -1.8050
C 1.8736 -1.0294 -3.9346
C 0.4818 -3.5286 2.5227
C -2.0563 -2.8526 -0.5488
C -2.4835 0.8163 -2.9001
C 1.5909 -3.7381 3.3336
C 4.3824 1.9627 -0.3245
C -1.5498 2.5934 -1.5764
C 2.3084 -2.7739 -2.3199
C -1.6815 1.2295 -1.8310
C 5.6561 2.4587 -0.1827
C 2.5558 -2.1879 -3.5502
C 2.6147 -2.8027 3.3201
C 6.0014 3.6113 -0.8882
C 3.7723 0.7900 0.3361
C -4.3222 -3.2438 0.1621
C 0.4408 -2.3952 1.7414
C 0.9922 -0.4287 -3.0624
C -3.1202 1.7467 -3.7056
C 1.3732 -2.1972 -1.4736
C 5.0801 4.2557 -1.7050
C -2.2218 -1.4772 -0.3921
C -3.0979 -3.7304 -0.2749
C -3.0308 1.3502 3.4399
C -1.1104 1.7981 2.4205
C -3.4701 -0.9997 0.0191
C -2.1976 3.5260 -2.3747
C -4.1229 0.5511 4.0380
H 3.2767 -2.6324 -4.2240
H 3.4965 -2.9214 3.9329
H -3.7331 1.4174 -4.5340
H -0.3367 -4.2340 2.4891
H 2.8236 -3.6766 -2.0222
H 2.0488 -0.6000 -4.9118
H -1.1178 -3.2568 -0.9139
H 3.2792 -0.9624 2.4632
H -3.7522 -0.0820 4.8449
H -2.0939 4.5828 -2.1658
H 7.0014 4.0130 -0.7950
H 0.4921 0.4872 -3.3563
H -4.8680 1.2322 4.4402
H -0.9386 2.9357 -0.7480
H -1.3553 -0.8601 3.7998
H -5.1350 -3.9278 0.3670
H -3.6550 0.0697 0.0838
H 1.1294 -2.7147 -0.5548
H 3.0667 4.2823 -2.4516
H -3.4782 3.8302 -4.0665
H -4.5965 -0.0846 3.2877
H -1.5289 3.8454 2.5390
H -2.9563 -4.7934 -0.4201
H -0.4108 -2.2155 1.1062
H -5.4753 -1.4874 0.6032
H -2.2788 -1.0857 2.4293
H -2.6215 -0.2398 -3.1087
H 6.3770 1.9624 0.4521
H 5.3703 5.1487 -2.2413

Cartesian forces (eV/Å) of the 2 atoms listed first:
W -0.045 1.169 0.048
Br 0.001 0.022 -0.005

Output
- HOMO energy (spin up / spin down) (eV) = -13.48 / -13.62
- LUMO level (spin up / spin down) (eV) = -7.788 / -6.731
- 2S+1 = 2
- total charge = +2
- energy relative to the best compared isomer or geometry (same formula, charge and spin) (kcal per mole) = 33.0
- strongest force on any atom (eV/Å) = 1.171



No. 3
An isolated molecule of C4H4FN3 at a distorted geometry. Source: OMol25; level of theory: ωB97M-V/def2-TZVPD.

Cartesian coordinates (Å):
F -0.5920 0.8076 -2.8104
N 0.3488 -1.7101 1.3368
N 0.2046 0.8435 0.8676
N -0.0729 -2.1724 -1.2807
C -0.0907 0.4196 -1.6026
C 0.5287 -0.4305 1.5464
C -0.1639 -0.9856 -1.4258
C -0.2301 1.2081 -0.4448
H -0.0100 -1.8585 0.3571
H -0.0228 1.5323 1.6435
H -0.8943 2.3284 -0.7257
H 0.9946 0.0175 2.5385

Cartesian forces (eV/Å) of the 2 atoms listed first:
F 0.334 0.409 0.656
N 0.545 4.353 -0.168

Output
- HOMO energy (eV) = -9.17
- SMILES string = [H]/N=C\N/C=C(/F)C#N
- LUMO level (eV) = -0.397
- total charge = 0
- energy relative to the best compared isomer or geometry (same formula, charge and spin) (kcal per mole) = 92.7
- strongest force on any atom (eV/Å) = 5.479



No. 4
An isolated ion of composition C6H18N2 and charge +3 at a distorted geometry. Source: OMol25; level of theory: ωB97M-V/def2-TZVPD.

Cartesian coordinates (Å):
N 0.3011 -1.6805 -3.0159
N -0.7307 1.3368 3.2916
C -0.8234 1.5747 0.7470
C -0.0773 1.9161 2.0462
C -0.1439 -0.0310 -1.1229
C 1.6886 -1.7468 -0.9095
C 0.3061 -1.4392 -1.5001
C -0.7663 0.1431 0.2183
H -0.4533 1.8353 4.1477
H 2.0147 -2.7338 -1.2652
H 0.7477 0.6851 -1.3104
H -0.2276 -0.5159 0.9313
H 1.5920 -1.8848 0.1725
H -1.8179 2.0398 0.7992
H -1.7979 -0.3025 0.1177
H -0.3089 -1.0510 -3.5455
H -1.7383 1.4997 3.2026
H -0.7908 0.5835 -1.8415
H -0.4534 -2.1307 -1.1158
H -0.6410 0.3287 3.4871
H 2.4561 -1.0004 -1.1188
H 0.9630 1.6292 2.0003
H 1.2230 -1.6377 -3.4688
H -0.1044 2.9957 2.2149
H -0.0723 -2.6271 -3.1842
H -0.3452 2.2135 0.0220

Cartesian forces (eV/Å) of the 2 atoms listed first:
N -0.191 -0.147 0.046
N -0.593 -0.019 -0.003

Output
- HOMO energy (spin up / spin down) (eV) = -24.54 / -24.38
- LUMO level (spin up / spin down) (eV) = -9.864 / -18.333
- 2S+1 = 2
- total charge = +3
- strongest force on any atom (eV/Å) = 1.625



No. 5
A 2-piece molecular cluster, C5H8O2 overall. Source: OMol25; level of theory: ωB97M-V/def2-TZVPD.

Cartesian coordinates (Å):
O 2.4493 -1.2542 -0.5021
O -0.7213 -0.4733 -1.2212
C 0.0971 0.9437 0.1111
C -1.1246 0.8895 -0.8205
C -1.9665 0.2818 0.3108
C -0.5993 -0.4244 0.2483
C 2.4407 -1.1264 0.8027
H -1.4344 1.5791 -1.6085
H 1.0567 0.9243 -0.4083
H -2.1890 0.9157 1.1745
H -2.8199 -0.3155 -0.0146
H 1.7822 -1.9138 -0.7584
H -0.2463 -1.3247 0.7579
H 3.1984 -0.3179 0.9547
H 0.0772 1.6161 0.9736

Cartesian forces (eV/Å) of the 2 atoms listed first:
O -0.108 -0.153 0.309
O 0.000 -0.112 -0.136

Output
- HOMO energy (eV) = -8.90
- LUMO level (eV) = 0.695
- total charge = 0
- energy relative to the best compared isomer or geometry (same formula, charge and spin) (kcal per mole) = 144.5
- strongest force on any atom (eV/Å) = 0.516



No. 6
A 5-piece molecular cluster, CH14NO4 overall at a distorted geometry. Source: OMol25; level of theory: ωB97M-V/def2-TZVPD.

Cartesian coordinates (Å):
O 0.4218 -4.4417 -1.6078
O 0.8498 -2.3962 0.8617
O -2.1697 3.4765 -1.2068
O -1.2484 2.1833 1.2808
N 0.8760 0.5339 1.0296
C 1.6248 0.8503 -0.2143
H 0.9706 0.3922 -0.9886
H 2.5396 0.2687 -0.1675
H -2.7576 4.2364 -1.3298
H -1.3343 2.7883 0.5357
H 0.2391 -2.8183 1.4741
H -1.8790 2.2214 1.9981
H -2.6432 2.7069 -1.5461
H 1.5861 0.4278 1.7907
H 0.4374 -0.3972 0.9756
H 1.7963 1.8743 -0.4723
H 0.0855 1.2023 1.2420
H 0.3923 -4.1485 -2.5477
H 0.7843 -2.8779 0.0226
H 1.0174 -5.1965 -1.5849

Cartesian forces (eV/Å) of the 2 atoms listed first:
O -0.038 0.697 -0.766
O -0.085 0.558 -0.056

Output
- HOMO energy (eV) = -14.71
- LUMO level (eV) = -2.789
- total charge = +1
- energy relative to the best compared isomer or geometry (same formula, charge and spin) (kcal per mole) = 15.5
- strongest force on any atom (eV/Å) = 2.790



Repeat the first record exactly.
An isolated molecule of C6H9N2OP at a distorted geometry. Source: OMol25; level of theory: ωB97M-V/def2-TZVPD.

Cartesian coordinates (Å):
P 2.3692 -0.3015 -0.5810
O 0.8666 0.6802 0.0416
N 3.4266 1.0312 -0.5105
N 2.7150 -1.0278 0.8554
C -0.7400 -1.0232 -0.3097
C -1.4163 1.2960 0.1121
C -0.4610 0.3127 -0.0719
C -2.0920 -1.4022 -0.4009
C -2.6999 0.9177 -0.0031
C -3.0414 -0.3902 -0.2578
H -0.9404 2.1830 0.3394
H 3.2544 -0.6360 1.5857
H -4.1396 -0.4768 -0.2175
H 2.1530 -1.7862 1.2668
H 3.3419 1.4375 0.3733
H -3.5945 1.6697 0.0439
H -2.2813 -2.3827 -0.5081
H 3.2735 1.6007 -1.3190
H 0.0062 -1.7021 -0.4385

Cartesian forces (eV/Å) of the 2 atoms listed first:
P -2.227 1.577 0.392
O 0.792 -0.330 -0.768

Output
- HOMO energy (eV) = -8.06
- SMILES string = NP(N)Oc1ccccc1
- LUMO level (eV) = 0.949
- total charge = 0
- energy relative to the best compared isomer or geometry (same formula, charge and spin) (kcal per mole) = 0.0
- strongest force on any atom (eV/Å) = 4.219



Which of these has the highest strongest force on any atom?
C4H4FN3



Which of these has the highest strongest force on any atom?
C4H4FN3



Look up the total charge of the third one.
0